(1)
110
Properties=species:S:1:pos:R:3:forces:R:3 method="wB97M-V/def2-TZVPD" homo_energy_ev=-9.17 energy_ev=-89930.8925 smiles="O=[N+]([O-])c1ccccc1.O=[N+]([O-])c1ccccc1.O=[N+]([O-])c1ccccc1.O=[N+]([O-])c1ccccc1.O=[N+]([O-])c1ccccc1.O=[N+]([O-])c1ccccc1.O=[N+]([O-])c1ccccc1.CN(C)C=O" de_lowest_kcal_mol=666.3 total_charge=0 multiplicity=1
O 18.107000 42.978000 15.513000 3.779 2.293 -2.188
N 19.098000 43.823000 15.260000 -3.538 -1.005 4.626
O 19.073000 44.893000 15.919000 0.958 -1.603 -2.463
C 20.261000 43.404000 14.510000 4.003 -2.464 -2.337
C 21.480000 44.332000 14.349000 -3.028 -2.248 -2.974
C 22.492000 43.944000 13.179000 -5.654 -3.957 4.738
C 22.441000 42.566000 12.706000 0.025 1.882 -0.883
C 21.449000 41.594000 13.039000 -2.472 0.549 2.761
C 20.328000 41.931000 13.963000 3.966 5.002 -1.581
H 21.170000 45.324000 14.837000 1.529 -1.188 -0.946
H 23.260000 44.552000 12.916000 1.974 1.856 -0.662
H 23.166000 42.388000 11.846000 -0.896 -0.218 1.409
H 21.383000 40.493000 12.741000 0.698 1.941 -0.070
H 19.606000 41.194000 14.095000 -1.381 -0.737 0.604
O 12.900000 44.560000 7.725000 2.397 0.334 -0.469
N 12.761000 44.748000 8.930000 1.060 2.651 -3.372
O 11.776000 44.373000 9.408000 -3.725 -2.004 4.313
C 13.587000 45.736000 9.643000 2.732 4.430 2.108
C 13.549000 45.832000 11.170000 3.231 1.768 -2.078
C 14.491000 46.780000 11.900000 -0.246 -1.377 -12.067
C 15.417000 47.611000 11.006000 -2.921 -2.512 2.400
C 15.353000 47.633000 9.623000 -3.562 -1.074 -2.745
C 14.340000 46.887000 8.826000 -0.419 -4.492 4.885
H 13.013000 45.102000 11.764000 -0.291 0.096 -0.259
H 14.400000 46.912000 12.848000 -0.122 0.669 5.963
H 16.107000 48.191000 11.567000 0.642 0.678 0.044
H 15.791000 48.353000 8.938000 0.876 0.120 0.824
H 14.184000 46.762000 7.744000 0.503 0.665 0.570
O 19.742000 50.795000 12.311000 -0.988 -4.273 -3.704
N 19.568000 49.896000 11.355000 -1.130 2.345 -0.342
O 18.468000 49.429000 10.931000 3.126 1.344 2.038
C 20.742000 49.620000 10.458000 5.855 1.798 -0.639
C 20.844000 48.754000 9.269000 2.122 -0.382 -0.179
C 22.169000 48.575000 8.454000 -1.969 8.028 11.963
C 23.346000 49.389000 8.954000 -2.488 -1.423 -1.378
C 23.372000 50.290000 10.016000 -1.438 -0.090 1.961
C 22.106000 50.437000 10.853000 0.157 -3.781 -5.324
H 20.021000 48.030000 9.029000 0.596 1.225 0.192
H 22.461000 48.184000 7.658000 0.891 -4.364 -7.015
H 24.263000 49.309000 8.363000 -0.300 -0.190 0.091
H 24.495000 50.788000 10.234000 -3.714 -1.056 -0.163
H 22.308000 51.106000 11.605000 -0.887 1.322 2.112
O 12.237000 51.138000 19.162000 1.422 -2.863 1.592
N 12.693000 50.131000 19.843000 -1.868 4.082 -2.116
O 12.253000 49.906000 20.958000 1.129 -1.023 -0.973
C 13.775000 49.419000 19.163000 3.378 -3.242 -1.367
C 14.101000 47.982000 19.673000 1.743 4.253 -1.324
C 15.411000 47.458000 19.239000 -0.553 -0.340 -1.807
C 16.203000 48.102000 18.170000 -6.408 2.898 1.813
C 15.706000 49.290000 17.424000 -3.736 -2.273 7.759
C 14.576000 50.039000 17.941000 0.569 -6.051 3.462
H 13.428000 47.581000 20.488000 1.096 0.290 -1.207
H 15.710000 46.355000 19.472000 -0.542 2.303 0.024
H 17.055000 47.804000 17.736000 3.043 -2.074 -0.893
H 16.173000 49.393000 16.564000 2.006 1.466 -3.987
H 14.202000 50.787000 17.370000 -1.281 2.532 -1.012
O 17.065000 47.967000 14.272000 1.385 -0.846 0.574
N 18.206000 47.866000 14.766000 -1.421 1.188 -2.041
O 18.475000 48.276000 15.861000 0.579 -0.232 1.161
C 19.283000 47.485000 13.860000 4.730 0.055 -3.210
C 18.954000 46.845000 12.536000 4.448 -1.041 -0.993
C 20.153000 46.621000 11.480000 1.482 2.949 6.507
C 21.641000 47.175000 11.884000 -4.377 -3.885 -2.237
C 21.852000 47.743000 13.101000 -0.425 2.670 2.951
C 20.775000 48.003000 14.136000 -2.822 -1.885 -2.949
H 18.014000 46.246000 12.322000 1.065 1.451 0.345
H 20.173000 46.080000 10.560000 -0.900 -0.286 -0.303
H 22.467000 46.784000 11.162000 -1.470 1.397 1.355
H 22.889000 48.277000 13.263000 -2.129 -1.417 0.116
H 20.942000 48.608000 15.051000 -0.004 -0.691 -0.812
O 16.510000 44.503000 8.342000 1.386 0.413 0.152
N 17.045000 44.475000 9.431000 -1.836 -0.241 2.679
O 17.814000 45.275000 9.970000 0.153 -0.118 -1.606
C 16.506000 43.479000 10.391000 -2.579 -5.741 1.918
C 16.832000 43.416000 11.941000 -1.638 -2.869 -2.804
C 16.319000 42.294000 12.859000 -0.515 0.223 -11.859
C 15.690000 41.116000 12.198000 -0.135 2.942 -0.614
C 15.295000 41.132000 10.832000 1.892 4.559 -2.542
C 15.591000 42.288000 9.784000 3.050 0.799 7.644
H 17.632000 44.092000 12.241000 -0.621 0.124 0.350
H 16.412000 42.415000 13.800000 1.008 0.452 6.517
H 15.345000 40.266000 12.772000 0.232 0.060 0.249
H 14.779000 40.398000 10.251000 -0.312 -0.988 0.689
H 15.173000 42.173000 8.817000 0.048 0.352 -0.840
O 22.807000 47.276000 16.895000 0.204 1.273 2.820
N 23.128000 47.559000 18.095000 -0.833 -2.514 -1.483
O 24.251000 47.682000 18.481000 1.671 0.741 -0.317
C 22.175000 47.458000 19.191000 -5.223 0.519 1.836
C 20.697000 47.551000 18.795000 -0.630 -0.858 7.956
C 19.605000 47.418000 20.013000 8.434 -0.413 -0.076
C 20.281000 47.268000 21.378000 -4.906 0.404 -2.211
C 21.584000 47.308000 21.752000 2.226 -0.039 -8.049
C 22.610000 47.289000 20.630000 -11.210 2.506 -2.556
H 20.046000 47.774000 18.013000 0.537 0.225 -2.482
H 18.565000 47.251000 19.813000 -0.242 0.284 0.080
H 19.554000 47.097000 22.206000 0.523 0.235 -0.629
H 21.809000 47.075000 22.692000 1.350 -0.601 3.654
H 23.501000 47.030000 20.716000 8.027 -1.757 1.313
C 20.519000 43.160000 8.961000 2.858 0.324 0.657
N 19.724000 41.921000 8.992000 0.618 0.996 -3.496
C 19.399000 41.372000 10.197000 9.645 -1.949 0.443
C 19.339000 41.196000 7.892000 -3.388 -3.981 4.916
O 18.624000 40.145000 8.007000 2.248 3.008 -0.182
H 21.426000 43.258000 8.265000 -1.380 -1.170 0.285
H 21.122000 43.277000 9.962000 -1.764 -0.122 -1.510
H 19.973000 44.062000 8.694000 -0.523 -0.036 0.552
H 19.567000 42.002000 10.953000 0.716 2.638 2.848
H 20.104000 40.367000 10.479000 -1.192 2.378 -0.789
H 18.590000 40.974000 10.330000 -9.487 -3.878 0.479
H 19.583000 41.503000 6.986000 1.495 1.869 -4.185


(2)
117
Properties=species:S:1:pos:R:3:forces:R:3 method="wB97M-V/def2-TZVPD" homo_energy_ev=-8.46 energy_ev=-57238.8928 smiles=COCCNCCOC.COCCNCCOC.COCCNCCOC.CCO.CCO.CCO.CCO.CCO de_lowest_kcal_mol=29.1 total_charge=0 multiplicity=1
C -4.003428 -2.894310 3.116011 0.055 -0.664 0.678
O -2.813488 -2.148100 3.180551 -0.442 1.095 0.373
C -3.030688 -0.698520 3.334111 0.735 -1.436 -0.490
C -1.674688 -0.086480 3.495621 0.760 0.373 0.252
N -1.017428 -0.372520 4.774951 -0.646 -0.067 0.246
C 0.281422 0.236820 4.974601 1.187 0.326 -0.766
C 0.276852 1.735730 5.230691 -1.305 -0.032 0.142
O 1.561132 2.176860 5.525221 1.356 0.447 0.268
C 1.738372 3.606260 5.569801 -1.325 -1.184 0.380
H -3.723458 -3.946950 3.075031 0.136 0.002 -0.239
H -4.680358 -2.693390 2.285651 0.203 0.411 -0.385
H -4.591178 -2.810360 4.030121 -0.115 0.302 0.226
H -3.656418 -0.437010 4.187441 -0.372 -0.301 -0.086
H -3.409258 -0.383830 2.361611 -0.510 0.459 0.206
H -1.766358 0.993210 3.377381 0.037 -0.017 -0.209
H -1.082008 -0.506960 2.683201 0.324 0.273 -0.459
H -0.947538 -1.379500 4.809671 0.196 -0.094 0.367
H 0.967282 0.117660 4.135861 0.074 -0.332 -0.665
H 0.858632 -0.193330 5.793081 -0.529 -0.306 0.319
H -0.426018 1.855830 6.055111 -0.060 0.550 0.406
H -0.113118 2.311020 4.391011 -0.214 -0.033 -0.369
H 0.967992 4.019620 6.220771 -0.012 0.179 0.325
H 1.519172 4.037000 4.592811 0.565 0.129 -0.270
H 2.712402 3.824990 6.007421 -0.022 -0.061 -0.470
C 2.960992 2.433810 2.091501 0.284 -1.070 -0.935
O 3.067452 1.102110 1.496431 0.056 0.831 1.152
C 4.397462 0.722920 1.229301 0.533 -1.447 -1.351
C 4.400082 -0.735070 0.643061 -0.701 0.978 -0.307
N 3.732582 -0.947480 -0.682499 1.017 -0.663 0.373
C 4.585242 -0.413150 -1.753129 -0.779 0.292 0.484
C 3.932732 -0.365030 -3.139999 0.030 -0.786 2.394
O 4.958952 -0.003800 -4.001379 -0.138 0.210 -0.219
C 4.440222 0.499590 -5.184479 -0.468 0.828 -1.136
H 3.446362 3.111390 1.389071 -0.046 0.355 0.142
H 3.465992 2.459590 3.057111 -0.196 -0.031 0.067
H 1.894112 2.648130 2.154171 0.185 0.022 0.234
H 5.086532 0.712480 2.073791 -0.429 0.147 0.615
H 4.866262 1.384570 0.500911 -0.136 0.403 -0.187
H 3.963872 -1.359630 1.422651 -0.215 -0.223 -0.186
H 5.449002 -1.017730 0.553811 0.020 -0.126 -0.116
H 2.880042 -0.414920 -0.780749 -0.272 -0.295 0.549
H 5.513322 -0.983070 -1.797309 0.174 0.369 0.015
H 4.665002 0.637850 -1.475369 1.331 0.318 -0.393
H 3.123042 0.357390 -3.036909 -0.046 0.330 -0.657
H 3.473012 -1.335840 -3.325149 0.056 -0.282 -0.587
H 3.867022 -0.235990 -5.748799 0.326 -0.463 -0.258
H 5.223952 0.963400 -5.783439 0.208 -0.489 -0.029
H 3.710742 1.298680 -5.052519 -0.114 0.292 0.618
C -3.356288 -3.729680 -1.490699 -0.002 -0.666 1.294
O -2.265258 -4.150850 -0.701909 0.167 -0.592 -0.060
C -1.498988 -3.113930 -0.136669 0.135 0.053 0.359
C -0.548658 -3.770030 0.887231 -0.169 0.281 -0.311
N 0.503682 -4.572510 0.301931 0.499 0.391 -0.302
C 1.543892 -3.676650 -0.257359 -0.045 -0.818 -0.071
C 2.353302 -4.388500 -1.345719 -0.006 -0.148 0.782
O 1.538782 -4.780360 -2.437399 1.088 -0.767 1.162
C 1.170992 -3.748130 -3.281119 -0.258 -0.828 -0.682
H -3.043598 -3.059320 -2.291279 -0.248 0.119 -0.095
H -4.066928 -3.323500 -0.770899 -0.330 0.889 -0.344
H -3.862588 -4.632400 -1.832549 0.328 0.034 -0.520
H -2.086368 -2.368880 0.399981 -0.624 -0.009 0.243
H -1.060298 -2.555070 -0.963319 0.697 0.071 -0.052
H -1.190128 -4.384550 1.518881 0.007 -0.040 0.093
H -0.054198 -3.040140 1.528231 -0.308 0.296 0.065
H 0.067022 -5.066180 -0.463389 0.200 -0.360 -0.298
H 2.239222 -3.354650 0.517841 0.005 -0.108 0.221
H 1.068322 -2.761480 -0.610059 0.189 0.248 -0.424
H 2.812812 -5.289880 -0.940189 -0.544 -0.365 0.171
H 3.257022 -3.830400 -1.590529 -0.276 0.707 -0.641
H 0.671722 -2.965610 -2.709719 -0.111 0.368 -0.470
H 0.532052 -4.302120 -3.968839 -0.580 0.779 -0.219
H 2.017802 -3.418800 -3.883239 0.183 0.583 0.164
C -0.624218 4.105180 1.301971 -0.718 0.379 -1.139
C -1.834258 3.519310 0.547421 -0.609 -0.460 1.000
O -2.265148 2.350990 1.253441 0.896 0.421 0.086
H -0.488438 5.120800 0.930251 0.493 -0.023 -0.374
H 0.224872 3.467740 1.055371 0.199 0.265 0.259
H -0.720808 4.275140 2.374301 -0.411 -0.686 0.034
H -1.621518 3.284040 -0.495409 0.695 -0.168 -0.085
H -2.687478 4.187560 0.431011 0.011 0.556 0.520
H -3.063948 1.993410 0.858921 -0.422 -0.229 -0.229
C -2.601918 -0.106320 -4.027239 -0.565 -0.473 -0.289
C -3.444008 1.125750 -4.220979 1.290 0.995 1.192
O -3.215288 2.077670 -3.140349 -0.828 -0.294 -0.130
H -1.518738 0.011930 -3.998119 -0.142 0.335 -0.183
H -2.894668 -0.718770 -4.880049 0.363 -0.558 0.028
H -2.920278 -0.600650 -3.109419 0.101 -0.134 0.017
H -4.488838 0.823320 -4.150459 -0.039 0.362 -0.187
H -3.203008 1.610900 -5.166829 -0.354 -0.039 -0.152
H -2.401938 2.573430 -3.259869 0.136 -0.200 -0.332
C 2.845412 3.709710 -1.531189 -0.125 1.203 -0.680
C 1.455552 3.562470 -2.186849 1.444 -0.397 1.412
O 1.493122 2.384120 -2.950489 -0.586 0.275 -0.938
H 3.189442 2.749880 -1.145849 -0.001 0.107 0.032
H 2.844392 4.475960 -0.755979 -0.136 -0.130 0.357
H 3.540282 4.107860 -2.270589 0.275 -0.413 -0.111
H 1.196042 4.436530 -2.784159 -0.112 -0.233 -0.075
H 0.797982 3.436570 -1.326699 -0.763 0.182 -0.209
H 1.608472 1.699220 -2.287759 -0.081 -0.533 0.229
C -5.979578 -0.673430 -0.480899 0.026 0.248 0.250
C -4.640028 0.055100 -0.483079 -0.615 0.071 -0.782
O -4.616298 1.156560 0.437591 0.055 -0.548 0.087
H -6.354148 -0.784810 0.536641 -0.002 -0.016 0.036
H -5.916268 -1.667270 -0.924029 0.098 0.057 -0.114
H -6.688468 -0.078690 -1.056969 -0.243 -0.126 0.080
H -4.530428 0.516160 -1.464669 0.488 -0.361 -0.245
H -3.825428 -0.649960 -0.317489 0.167 0.380 0.418
H -5.176858 1.817650 0.024861 -0.092 0.264 0.168
C -0.753158 0.424510 -1.155409 0.541 -1.138 0.613
C 0.360212 0.321080 -0.063629 -2.114 0.532 -0.501
O 1.556572 0.768370 -0.602799 0.189 0.846 -1.249
H -1.090378 1.432880 -1.395379 0.432 0.039 0.179
H -1.647548 -0.129750 -0.870879 0.002 0.008 0.259
H -0.397368 -0.064700 -2.062159 0.122 0.120 -0.128
H 0.563542 -0.664190 0.355891 -0.712 -0.396 -0.089
H 0.063082 0.994710 0.740131 -0.124 -0.116 0.360
H 2.076342 0.961700 0.180831 1.019 0.386 0.479


(3)
9
Properties=species:S:1:pos:R:3:forces:R:3 method="wB97M-V/def2-TZVPD" homo_energy_ev=-8.64 energy_ev=-5688.3842 smiles=C1CON1 de_lowest_kcal_mol=111.7 total_charge=0 multiplicity=1
C 0.094551 0.656226 0.621200 -1.176 -3.786 -1.433
C -0.091359 -1.105903 0.076738 -1.140 3.991 0.805
O -0.504561 -0.398115 -1.139396 0.900 -0.616 0.327
N 0.443028 0.670423 -0.835821 -0.276 0.340 0.952
H -0.994644 0.831427 0.856635 1.284 0.583 -0.211
H 0.867284 1.037217 1.293829 -0.314 -0.205 -0.077
H 0.921095 -1.453956 0.017935 0.260 -0.675 -0.184
H -0.918585 -1.751756 0.452772 0.959 0.501 -0.179
H 0.183190 1.514437 -1.343893 -0.496 -0.133 -0.001


(4)
19
Properties=species:S:1:pos:R:3:forces:R:3 method="wB97M-V/def2-TZVPD" s2=0.755 homo_energy_ev="-13.05 / -12.89" energy_ev=-81896.4141 de_lowest_kcal_mol=0.0 total_charge=+1 multiplicity=2
Ag -10.281191 -18.219694 -5.367753 0.270 0.028 -1.045
Br -9.572871 -18.095720 -7.952824 -0.263 0.012 0.767
C -8.567368 -14.750158 -8.219183 -1.011 0.087 0.262
C -8.751173 -14.458955 -9.736303 0.655 1.605 -1.216
C -7.500555 -13.734755 -10.248988 0.817 -1.034 -0.516
O -7.377289 -12.504862 -9.631006 -0.387 0.360 0.184
C -6.045802 -11.996718 -9.687275 0.375 -0.819 0.208
N -8.948799 -15.713153 -10.404431 0.700 0.232 2.424
H -8.630186 -13.797195 -7.693784 0.480 0.147 -0.265
H -7.621108 -15.265787 -8.088594 -0.047 -0.045 0.268
H -9.416713 -15.325296 -7.857436 0.261 -0.276 -0.010
H -9.542766 -13.724036 -9.921452 -0.635 -0.619 0.335
H -7.484213 -13.636042 -11.342040 -0.405 0.088 -0.081
H -6.639040 -14.397002 -10.045130 0.081 0.113 0.262
H -5.484823 -12.426850 -8.852131 0.067 0.159 0.064
H -6.031673 -10.916514 -9.617734 -0.271 0.056 -0.072
H -5.550099 -12.346937 -10.595012 -0.034 0.336 -0.179
H -8.054355 -16.207047 -10.509658 -0.321 -0.187 -0.686
H -9.639737 -16.302129 -9.909607 -0.332 -0.242 -0.706